The following is a DFT calculation (ωB97M-V/def2-TZVPD) of a cluster of 5 separate species, C10H29ClNO7 in total in a non-equilibrium geometry.

max |F| = 1.8 eV/Å
DFT total energy = -39185.530 eV
frontier orbital gap = 0.294 hartree
energy relative to the best compared isomer or geometry (same formula, charge and spin) = 18.6 kcal per mole
charge = -1
spin multiplicity = 1

Atoms and positions in Å:
Cl -22.45 5.24 -28.33
C -27.61 5.12 -27.21
C -26.63 6.00 -28.00
C -27.36 7.25 -28.48
O -26.69 7.83 -29.57
C -27.43 8.88 -30.13
N -25.43 6.36 -27.24
H -28.08 5.75 -26.44
H -27.11 4.23 -26.83
H -28.40 4.73 -27.86
H -26.33 5.46 -28.90
H -27.42 7.99 -27.66
H -28.40 6.99 -28.74
H -28.39 8.51 -30.54
H -26.87 9.31 -30.95
H -27.68 9.63 -29.37
H -24.78 5.56 -27.30
H -25.68 6.35 -26.25
C -19.91 4.29 -23.85
C -20.89 4.24 -24.95
O -20.22 4.61 -26.16
O -18.84 3.34 -24.05
H -20.39 4.12 -22.88
H -19.43 5.27 -23.81
H -21.66 5.01 -24.79
H -21.35 3.26 -25.07
H -20.90 4.74 -26.86
H -18.87 2.65 -23.38
C -21.67 2.09 -30.17
C -23.13 1.69 -30.20
O -23.64 1.53 -31.54
O -21.27 2.34 -28.86
H -21.53 2.94 -30.85
H -21.02 1.30 -30.58
H -23.70 2.51 -29.76
H -23.30 0.77 -29.63
H -23.40 0.65 -31.85
H -21.53 3.24 -28.61
C -21.10 8.30 -25.48
C -22.47 7.70 -25.28
O -23.50 8.54 -25.77
O -20.90 8.52 -26.86
H -20.36 7.60 -25.07
H -21.03 9.25 -24.93
H -22.66 7.59 -24.20
H -22.51 6.70 -25.71
H -23.72 9.18 -25.09
H -19.98 8.77 -26.99